# 1
26
Properties=species:S:1:pos:R:3 method="wB97M-V/def2-TZVPD" orbital_gap_ev=11.020 energy_ha=-464.1427 smiles=CCCC.O.O.O.O total_charge=0 e_above_lowest_kj_mol=39.08
C 1.6048 1.5296 0.7481
C 1.0142 0.9370 2.0212
C -0.0556 -0.1448 1.8754
C -0.2452 -0.9251 3.1686
H 0.8889 1.8363 -0.0156
H 2.3684 0.8886 0.3244
H 2.1169 2.4661 0.9767
H 0.6917 1.7623 2.6724
H 1.8491 0.5698 2.6344
H 0.2694 -0.7777 1.0462
H -1.0102 0.3427 1.6640
H -1.0568 -1.6407 3.0396
H -0.5650 -0.2490 3.9514
H 0.6208 -1.4986 3.4975
H -1.4716 -3.2750 -2.7516
H -2.1814 -2.2138 -3.5732
O -1.6240 -3.0098 -3.6626
H -2.3103 0.0465 -2.3036
H -3.6720 -0.5224 -1.9888
O -2.8929 -0.6990 -2.5359
H 3.0311 -0.6517 -1.9406
H 3.0945 0.3281 -3.1403
O 3.2976 0.2329 -2.2047
H -1.3343 1.9175 -1.8830
H -0.8753 1.4162 -0.4712
O -1.5527 1.3342 -1.1488

---

# 2
40
Properties=species:S:1:pos:R:3 method="wB97M-V/def2-TZVPD" multiplicity=3 orbital_gap_ev="4.224 / 1.503" s2=2.020 energy_ha=-1462.2804 total_charge=+3
Ag 3.4934 -3.3190 1.8758
Ag 0.5406 -3.0389 -6.0772
O -0.6979 0.4583 -0.6825
C 0.1695 -0.2095 -1.3416
O 1.2930 -0.5404 -0.8955
O -0.1638 -0.5015 -2.4984
H -1.3692 0.5604 -1.3611
O -3.0631 -4.0602 -5.6314
H -3.7162 -3.6540 -5.0616
H -3.4959 -4.8428 -5.9727
O 7.0694 -2.0875 1.0928
H 8.0068 -2.2791 1.1197
H 7.0090 -1.2489 0.6351
O 6.0720 1.2067 -1.3371
H 5.1763 0.9851 -1.5919
H 5.9791 1.9821 -0.7836
C -2.0129 -3.2110 3.6532
O -1.0964 -3.5370 2.9376
N -2.3885 -2.0253 3.9663
N -2.7759 -4.1448 4.1598
H -1.8321 -1.2008 3.7915
H -3.3008 -1.9108 4.3844
H -2.8031 -5.0413 3.6953
H -3.5486 -3.9665 4.7853
C 1.8792 1.6710 4.8513
O 2.2991 0.5356 4.7438
N 1.1937 2.4385 4.0076
N 1.9322 2.3810 5.9301
H 1.0348 2.0320 3.0968
H 0.6467 3.2178 4.3447
H 2.3434 2.0717 6.7991
H 1.6474 3.3464 5.8474
C -2.8645 3.6844 -4.9573
O -1.9812 4.1777 -4.2674
N -4.0254 3.2560 -4.6145
N -2.6853 3.5661 -6.2749
H -4.3170 3.5311 -3.6874
H -4.5586 2.6291 -5.2001
H -1.8341 4.0353 -6.5491
H -3.2551 3.0529 -6.9322

---

# 3
30
Properties=species:S:1:pos:R:3 method="wB97M-V/def2-TZVPD" multiplicity=2 orbital_gap_ev="2.485 / 8.321" s2=0.750 energy_ha=-1315.8571 total_charge=-1 e_above_lowest_kj_mol=0.00
N 1.2631 -0.8918 0.2445
C 1.6308 -0.5128 -1.1175
C 2.9925 0.1959 -1.2213
C 0.4902 0.3535 -1.6700
S -0.7438 -0.5060 -2.6641
S -1.6548 -1.8549 -1.4753
C -2.6692 -0.8592 -0.3677
H 0.8390 -0.1320 0.7649
H 2.0714 -1.2679 0.7226
H 1.6613 -1.4251 -1.7148
H 3.7957 -0.4237 -1.6141
H 3.2752 0.5359 -0.2188
H 3.0121 1.1389 -1.7738
H 0.8280 1.1377 -2.3477
H -0.0155 0.9009 -0.8748
H -2.2946 0.1648 -0.3079
H -3.7143 -0.8109 -0.6613
H -2.6539 -1.1933 0.6709
H -3.8512 1.9104 1.8073
H -2.3433 1.4382 1.8382
O -2.9894 2.0215 1.4008
H -1.1146 2.8862 0.9920
H -0.5630 3.1948 -0.4987
O -0.3596 2.9137 0.3922
H 2.2999 -3.6575 0.3421
H 0.8904 -3.8962 -0.0351
O 1.7827 -4.0494 -0.3720
H -0.7305 1.6683 3.4235
H -0.1593 0.2451 3.2218
O -0.9754 0.7748 3.1142

---

# 4
29
Properties=species:S:1:pos:R:3 method="wB97M-V/def2-TZVPD" orbital_gap_ev=8.145 energy_ha=-594.7153 smiles="C=C(C)NC.O.O.O.O.O" total_charge=0 e_above_lowest_kj_mol=119.41
C -0.6969 -0.5706 0.6329
C -0.0300 -0.9179 -0.6662
C 1.1026 -0.3204 -1.1023
C -1.9545 -2.4305 -1.1326
N -0.6148 -1.9191 -1.3943
H -1.0898 -1.4741 1.1048
H -1.5324 0.1237 0.4954
H 0.0195 -0.0763 1.2789
H 1.3568 0.5933 -0.5832
H 1.7513 -0.7542 -1.8435
H -2.6373 -1.6083 -0.9277
H -1.9592 -3.1548 -0.3181
H -2.2909 -2.9104 -2.0449
H -0.1161 -2.2952 -2.1774
H -0.5790 1.9175 -3.3159
H -0.0633 1.3975 -1.9711
O -0.7274 1.9876 -2.3672
H 2.2633 0.2240 1.4665
H 2.9247 1.0154 2.6766
O 3.0431 0.6974 1.7699
H -2.0154 3.1512 0.3207
H -2.0094 2.1457 -0.8601
O -2.3251 2.2872 0.0418
H -0.1741 3.9945 2.3545
H 0.5614 2.6374 2.3675
O -0.0654 3.1670 1.8643
H 1.8489 -2.4185 1.5015
H 3.2404 -1.8288 1.4787
O 2.7690 -2.6603 1.3505

---

# 5
31
Properties=species:S:1:pos:R:3 method="wB97M-V/def2-TZVPD" orbital_gap_ev=9.050 energy_ha=-745.2132 smiles="CN[C@H](C)C(=O)O.O.O.O.O.O" total_charge=0 e_above_lowest_kj_mol=209.93
C -0.7824 -2.1061 -1.9401
N -0.2723 -1.8237 -0.5747
C -2.2613 -1.6577 1.0350
C -0.9550 -1.0905 0.4752
C -1.3535 0.3293 0.0872
O -1.3438 1.1062 1.1999
O -1.5098 0.8219 -1.0030
H -0.6629 -1.1758 -2.5296
H -1.8112 -2.4648 -1.9678
H -0.0702 -2.9035 -2.1991
H -0.0293 -2.7015 -0.1202
H -2.4511 -2.6976 0.7652
H -2.1523 -1.5939 2.1304
H -3.1259 -1.0154 0.8177
H -0.1903 -0.9084 1.2307
H -1.3719 2.0391 0.9540
H 1.5321 0.0215 2.8175
H 1.2301 -1.3877 3.2305
O 1.3528 -0.8583 2.4349
H 1.6972 0.3238 -0.8746
H 2.1668 0.2894 0.5659
O 2.3675 0.7038 -0.2958
H 1.3841 3.1968 -0.6997
H 1.9203 4.4407 -1.0024
O 1.3521 3.7999 -1.4685
H -1.8175 0.3566 -2.8324
H -1.2176 1.6204 -3.3502
O -1.4604 0.7401 -3.6526
H 3.5415 1.0131 1.6458
H 3.2949 2.1956 2.7833
O 2.9993 1.3867 2.3373

---

# 6
31
Properties=species:S:1:pos:R:3 method="wB97M-V/def2-TZVPD" orbital_gap_ev=8.618 energy_ha=-670.5410 total_charge=-1 e_above_lowest_kj_mol=276.54
C 1.6552 1.2274 -0.0675
N 0.6230 1.2038 -1.1234
C 0.5760 -0.0958 -1.7642
C -0.7286 -0.2995 -2.4108
C -1.7704 -0.7343 -1.1781
O -1.8967 0.2834 -0.2412
H 2.6835 1.1769 -0.4136
H 1.2828 0.5708 0.7064
H 1.9263 2.1346 0.3539
H -0.2660 1.3577 -0.5619
H 0.9706 -0.9444 -1.2046
H 1.3561 -0.2255 -2.5156
H -1.1954 0.6095 -2.7481
H -0.7770 -1.2163 -3.0904
H -2.7121 -0.9734 -1.6878
H -1.1548 -1.5661 -0.6609
H 0.9792 2.1406 2.6044
H 0.5857 0.6604 2.8550
O 1.0344 1.4336 3.2739
H -1.1323 0.0152 0.7082
H 1.8557 -1.3873 2.7404
O 1.1987 -2.0037 2.7445
H -0.6818 -2.7094 0.4910
H 0.3379 -3.3791 1.1573
O -0.4650 -3.7489 0.6903
H -0.8483 0.2033 2.2947
H 0.5003 -1.3753 2.5586
O -0.3084 -0.1898 1.7411
H -1.9066 2.2527 -1.5976
H -0.3625 2.6576 -1.7498
O -1.3593 2.9212 -1.9044

---

# 7
35
Properties=species:S:1:pos:R:3 method="wB97M-V/def2-TZVPD" multiplicity=5 orbital_gap_ev="8.027 / 4.012" s2=6.010 energy_ha=-1836.7390 total_charge=+2 e_above_lowest_kj_mol=0.00
V -24.5085 -8.8675 -10.7961
Ag -25.9743 -5.7629 -10.5642
O -26.1368 -7.9454 -9.8070
H -26.6315 -8.3823 -9.1197
O -24.2685 -6.8371 -11.4633
H -23.3733 -6.5055 -11.4463
C -29.8935 -9.0550 -7.2269
C -30.6891 -7.7946 -7.0036
C -31.4615 -7.7028 -5.6534
O -32.3422 -6.6500 -5.7538
C -33.3407 -6.5648 -4.7423
N -29.8837 -6.6097 -7.1947
H -29.1544 -9.2299 -6.4371
H -29.3707 -9.0135 -8.1833
H -30.4925 -9.9651 -7.2186
H -31.4802 -7.7987 -7.7748
H -30.7509 -7.7345 -4.8189
H -32.0013 -8.6581 -5.5577
H -34.2153 -6.0865 -5.1724
H -32.9035 -5.9932 -3.9149
H -33.6277 -7.5463 -4.3523
H -29.2134 -6.7800 -7.9535
H -30.4035 -5.7991 -7.5440
O -23.6503 -8.5281 -8.8168
H -24.1726 -8.1519 -8.0852
H -22.9256 -9.0141 -8.3968
O -25.3348 -8.2814 -6.4465
H -26.0351 -8.7837 -6.0159
H -25.4173 -7.3894 -6.0818
O -25.1994 -10.8284 -9.9165
H -25.7126 -11.5368 -10.3301
H -24.9849 -11.1483 -9.0294
O -28.1612 -9.7854 -11.0570
H -28.1425 -10.7345 -10.8843
H -27.6250 -9.3827 -10.3563

---

# 8
38
Properties=species:S:1:pos:R:3 method="wB97M-V/def2-TZVPD" orbital_gap_ev=6.499 energy_ha=-1263.6564 total_charge=-1
C 3.7588 0.3548 1.1221
C 2.4904 -0.0681 1.2473
C 1.4771 0.2623 0.1250
B 0.0557 -0.5219 0.4105
O -0.1066 -1.7477 -0.4680
N 0.7266 -2.7769 -0.1592
O 0.4471 -3.3346 0.8532
P -1.4728 0.6173 -0.0259
C -1.2230 2.2343 0.8824
O -2.8444 -0.1438 0.7054
H 4.6278 -0.1908 1.4697
H 3.8914 1.3267 0.6353
H 2.1628 -0.6033 2.1411
H 1.9491 -0.0367 -0.8164
H 1.3479 1.3611 0.1332
H -0.0419 -0.7622 1.5995
H -0.3663 2.1203 1.5660
H -0.9760 3.0138 0.1419
H -2.1169 2.5741 1.4204
H -2.5191 -0.5362 1.5347
O -4.0638 1.4561 -2.3345
H -4.2798 0.8002 -3.0054
H -3.6802 0.9235 -1.6193
O 4.5774 -0.9844 3.6656
H 5.0373 -1.7824 3.3823
H 5.2017 -0.5468 4.2542
O 6.2249 0.5982 -1.0321
H 6.6122 0.8612 -1.8736
H 5.7628 -0.2260 -1.2234
O -4.4844 -1.4534 -1.5911
H -4.0143 -2.2296 -1.9153
H -3.8456 -1.0367 -0.9913
O -6.4058 -4.2909 -1.3655
H -7.2438 -3.8175 -1.3888
H -5.7610 -3.6306 -1.6462
O -0.2360 3.6977 -1.8432
H -1.0784 4.1664 -1.8603
H 0.4094 4.3526 -2.1307

---

# 9
46
Properties=species:S:1:pos:R:3 method="wB97M-V/def2-TZVPD" orbital_gap_ev=9.973 energy_ha=-1620.2858 total_charge=-1 e_above_lowest_kj_mol=356.33
O -15.0145 19.8915 -10.6146
C -14.2421 19.9513 -9.6815
O -14.1607 20.9838 -8.9266
B -13.6294 20.5307 -7.6281
O -13.4168 19.0732 -7.8062
C -13.7092 18.9015 -8.9647
O -13.3829 17.8456 -9.4791
O -14.5866 20.7430 -6.4977
C -14.0652 21.6551 -5.8097
O -14.4746 21.8463 -4.6898
C -12.7538 21.9680 -6.3279
O -12.4059 21.2491 -7.2139
O -12.1180 23.0115 -6.0677
O -11.6991 17.5974 -5.6507
H -11.4818 17.7756 -6.5678
H -12.6156 17.3142 -5.8105
O -9.7973 22.3983 -8.1824
H -10.3421 22.9622 -7.6515
H -9.9219 21.6110 -7.6502
O -12.8534 15.8181 -11.6390
H -13.2978 15.7239 -12.4961
H -13.4614 15.3869 -11.0330
O -10.5441 17.7776 -8.4427
H -10.7102 17.4788 -9.3728
H -9.7409 17.3906 -8.1785
O -14.4071 17.0094 -6.2611
H -14.7326 17.7565 -5.6461
H -14.2860 17.5222 -7.0707
O -12.5302 18.5957 -12.2020
H -12.6560 17.6882 -11.8756
H -12.1374 19.1046 -11.5058
O -15.4521 17.2138 -11.3863
H -14.7731 17.0640 -12.0612
H -15.2874 18.0486 -10.9938
O -11.0678 23.5306 -3.1452
H -11.6643 23.6078 -3.8654
H -10.2097 23.4886 -3.5730
O -14.1151 20.9371 -2.0917
H -13.6903 20.2854 -2.6579
H -14.3214 21.6694 -2.6473
O -12.4712 15.5772 -8.1994
H -13.2265 16.0071 -8.5389
H -11.7333 16.2700 -8.2800
O -15.4648 18.9479 -4.4770
H -16.1213 19.5000 -4.9428
H -14.9853 19.4353 -3.8226

---

# 10
37
Properties=species:S:1:pos:R:3 method="wB97M-V/def2-TZVPD" multiplicity=2 orbital_gap_ev="9.659 / 4.028" s2=0.766 energy_ha=-951.8928 total_charge=+1 e_above_lowest_kj_mol=76.62
C -0.2628 -1.3043 -2.1932
C 1.0367 -0.4384 -2.0848
C 0.7940 0.9197 -2.6846
O 0.7180 1.9644 -2.1016
N -0.8219 -1.7831 -0.9798
C -1.7529 -1.0542 -0.1958
N -2.7265 -0.3169 -0.7999
O -1.8101 -1.4039 0.9685
H -1.0553 -0.7898 -2.7299
H 0.0686 -2.1957 -2.7394
H 1.9559 -0.7914 -2.5506
H 1.2760 -0.3301 -1.0212
H 0.9040 1.0217 -3.7828
H -0.1361 -2.2160 -0.3516
H -2.4046 0.5903 -1.1693
H -3.5135 -0.1642 -0.1777
H -1.8532 3.0252 -0.4682
H -1.7164 2.9658 -1.9897
O -2.0683 2.4797 -1.2363
H 0.5346 2.4071 1.1286
H 0.7614 2.8774 -0.4692
O 0.7151 3.0729 0.4714
H -0.5152 -0.8057 2.0052
H 0.9245 -0.7284 1.2239
O 0.3359 -0.3489 1.8883
H 2.0769 -2.5751 1.3959
H 1.7960 -2.6408 -0.0227
O 2.4257 -2.2176 0.5642
H 2.5838 -0.0902 1.9035
H 3.1815 1.1189 1.2360
O 3.4170 0.3711 1.7985
H -0.6458 -3.6118 1.8567
H -0.1013 -2.3146 2.0210
O 0.1678 -3.1510 1.6052
H -1.3786 2.4999 1.9373
H -0.5777 1.8106 3.0970
O -0.9406 2.6304 2.7609

---

# 11
33
Properties=species:S:1:pos:R:3 method="wB97M-V/def2-TZVPD" multiplicity=4 orbital_gap_ev="5.988 / 6.444" s2=3.751 energy_ha=-1219.7173 total_charge=-2
Ti -5.1446 11.3752 -7.2329
B -4.7160 13.0000 -11.1104
H -3.9629 13.2676 -10.3855
H -5.7364 13.1279 -10.7838
H -4.5131 13.5949 -11.9873
H -4.6649 11.9351 -11.2767
B -1.1316 10.3174 -6.7855
H -1.4647 10.7721 -5.8654
H -0.2437 9.7757 -6.4983
H -1.9267 9.6902 -7.1579
H -0.8753 11.0055 -7.5762
B -8.0125 8.5154 -8.2888
H -8.7021 7.7375 -8.5779
H -7.1605 8.0114 -7.8594
H -7.6649 8.9866 -9.1951
H -8.4253 9.2485 -7.6132
C -4.8527 12.7988 -1.2611
C -5.6330 12.8984 -2.5713
C -5.3198 14.1890 -3.3233
O -5.9595 14.3140 -4.5926
C -5.7391 15.6100 -5.1591
N -5.2467 11.7196 -3.3560
H -5.2568 11.9321 -0.7381
H -4.9667 13.6527 -0.5933
H -3.7877 12.6879 -1.4654
H -6.7132 12.8635 -2.4298
H -4.2608 14.1843 -3.5813
H -5.6396 15.0447 -2.7287
H -4.6886 15.8395 -5.3377
H -6.1269 16.4406 -4.5693
H -6.2445 15.7070 -6.1200
H -5.2783 10.9763 -2.6729
H -4.2557 11.7973 -3.5347

---

# 12
50
Properties=species:S:1:pos:R:3 method="wB97M-V/def2-TZVPD" multiplicity=4 orbital_gap_ev="8.486 / 4.767" s2=3.779 energy_ha=-2497.8407 total_charge=-1
Ag 1.5668 3.6373 -0.2845
Ag -0.8162 2.1471 1.5521
P -0.1665 4.8643 1.7392
O 1.3276 5.1121 1.3484
O -0.4763 3.9687 0.4947
O -0.9648 6.2077 1.7966
O -0.4794 3.7716 2.7874
P 0.7222 1.0137 -0.5518
O 1.1011 1.6933 0.7598
O 1.3808 -0.3846 -0.5164
O 1.1480 2.0287 -1.6421
O -0.7775 1.0036 -0.2989
O 1.8391 0.3547 2.9200
H 1.4491 -0.3945 2.4697
H 1.8841 1.0392 2.2524
O 2.9292 2.2774 -3.3420
H 2.3236 2.1382 -2.6139
H 3.1557 3.2060 -3.2915
O 3.8190 0.4973 0.8964
H 3.0109 0.2931 0.4258
H 3.8797 -0.1770 1.5730
O -0.4432 -2.2566 -2.2671
H -1.2268 -2.0822 -1.7458
H 0.2515 -1.7661 -1.8276
O -2.4237 2.5001 -1.5564
H -1.8292 1.8629 -1.1604
H -2.2931 3.2994 -1.0462
O 2.1714 -0.3208 -3.0990
H 2.6046 0.5096 -3.2968
H 1.9086 -0.2419 -2.1820
C 1.3091 -3.4689 0.8439
C 0.0309 -2.7916 1.3292
O 0.3092 -1.3743 1.6035
O 1.7026 -3.1153 -0.4785
H 1.2076 -4.5534 0.8034
H 2.1137 -3.1799 1.5200
H -0.2528 -3.2710 2.2661
H -0.6907 -3.0065 0.5409
H 0.5134 -1.0103 0.7390
H 1.7742 -2.1593 -0.5297
C -3.2962 -0.9460 0.1526
C -4.0146 -2.3514 0.1363
O -3.2605 -3.5353 0.3145
O -2.5652 -0.6636 -1.0300
H -2.4588 -0.9907 0.8490
H -4.0306 -0.1904 0.4314
H -4.5487 -2.4639 -0.8072
H -4.7792 -2.4143 0.9105
H -3.8444 -4.1177 0.8060
H -1.7956 -0.1986 -0.6937

---

# 13
45
Properties=species:S:1:pos:R:3 method="wB97M-V/def2-TZVPD" multiplicity=2 orbital_gap_ev="10.526 / 6.057" s2=0.751 energy_ha=-1353.3389 total_charge=+2 e_above_lowest_kj_mol=0.00
Ag -0.6490 -0.0323 1.0837
O -1.3921 -1.2758 3.0180
H -1.8036 -1.1667 3.8824
H -1.6984 -2.1258 2.6900
O -2.5000 1.1107 2.0151
H -2.3207 1.9115 2.5209
H -3.4444 0.9492 2.1065
O -2.2073 -1.7893 0.2260
H -3.0766 -1.3746 0.1793
H -2.3826 -2.7144 0.4344
O 1.1247 0.4616 2.4561
H 1.8509 -0.0330 2.8503
H 1.3259 1.3975 2.5582
C 0.4449 3.5957 0.4022
O 0.0233 2.4854 0.7120
N 1.6985 4.0267 0.7423
N -0.2735 4.4780 -0.3472
H 2.1728 3.5007 1.4531
H 2.0714 4.9471 0.5872
H -1.2106 4.2142 -0.5995
H 0.1420 5.2221 -0.8793
C 0.8663 -3.3699 0.7024
O 0.4725 -2.2702 1.1079
N 0.5879 -4.5379 1.3388
N 1.5973 -3.4979 -0.4423
H 1.1138 -5.3588 1.0961
H -0.0179 -4.5564 2.1362
H 1.8162 -4.4248 -0.7604
H 1.9572 -2.6836 -0.8998
C -1.8800 0.6464 -1.9605
O -1.8846 0.7736 -0.7211
N -2.7483 -0.1584 -2.6208
N -1.0100 1.3677 -2.7174
H -3.3910 -0.7086 -2.0874
H -2.6398 -0.2253 -3.6171
H -1.1621 1.5226 -3.6991
H -0.3889 1.9647 -2.1971
C 1.9185 -0.1501 -1.3088
O 0.9567 0.0304 -0.5707
N 1.8095 -0.4194 -2.6511
N 3.1816 -0.2656 -0.8005
H 1.0609 0.0092 -3.1640
H 2.6299 -0.7921 -3.0949
H 3.9879 -0.4879 -1.3569
H 3.2706 -0.1961 0.1966